Entry from the OMol25 dataset: a structure of composition C3HGaLiO4 (ωB97M-V/def2-TZVPD).

The value obtained for the energy above the lowest of the compared OMol25 structures with the same formula, charge and spin is 97.0 kJ/mol. The value obtained for the molecular weight is 177.7 g/mol.

Geometry as ORCA input:
```
! wB97M-V def2-TZVPD RIJCOSX def2/J DEFGRID3
* xyz 4 2
H -2.926 0.385 -0.930
C -1.189 0.373 -1.038
O -1.705 -0.784 -1.042
Li 4.641 -0.041 2.450
C 1.631 -0.310 0.961
O 2.640 -0.335 1.494
Ga -0.497 -2.188 -0.409
C 0.473 -0.498 0.269
O -0.180 0.590 -0.140
O -2.118 1.225 -0.941
*
```

From a natural (NBO) analysis of the wavefunction, the atomic charges in e read: number 1, H, carries 0.624; number 2, C, carries 1.044; number 3, O, carries -0.742; number 4, Li, carries 0.999; number 5, C, carries 0.872; number 6, O, carries -0.194; number 7, Ga, carries 2.187; number 8, C, carries -0.153; number 9, O, carries -0.286; number 10, O, carries -0.351